Record 1
Formula: C4H9NO
Source: the OMol25 dataset
Level of theory: ωB97M-V with the def2-TZVPD basis set

Computed properties:
energy: -287.6624 Eh
structure (SMILES): C=N/C=C\C.O
ΔE to the lowest compared entry with this formula, charge and spin: 446.5 kJ/mol
Kohn-Sham gap: 7.563 eV

Geometry as XYZ:
```
15
C4H9NO (ωB97M-V with the def2-TZVPD basis set)
C -0.115 0.544 -2.115
C 0.472 0.877 -0.767
C -0.249 1.138 0.378
N -1.137 0.217 0.982
C -1.172 -1.022 0.699
H -0.203 -0.540 -2.273
H 0.560 0.856 -2.909
H -1.056 1.077 -2.192
H 1.469 1.316 -0.719
H -0.481 2.176 0.605
H -0.852 -1.457 -0.249
H -1.465 -1.700 1.499
H 2.046 -0.713 2.305
H 0.692 -1.341 2.111
O 1.491 -1.427 2.645
```

Record 2
Formula: C13H35NO10PS3
Source: the OMol25 dataset
Level of theory: ωB97M-V with the def2-TZVPD basis set

Computed properties:
net charge: -1
energy: -2859.2947 Eh
Kohn-Sham gap: 4.693 eV

Geometry as XYZ:
```
63
C13H35NO10PS3 (ωB97M-V with the def2-TZVPD basis set)
C 6.624 -0.251 -0.376
C 5.401 -0.509 -1.253
O 4.393 0.382 -0.908
N 3.136 -0.076 -1.550
P 1.981 -0.053 -0.354
C 0.649 1.129 -0.873
C 1.096 -1.682 -0.406
H 7.096 -1.202 -0.132
H 6.323 0.236 0.545
H 7.366 0.362 -0.884
H 5.038 -1.531 -1.105
H 5.674 -0.404 -2.313
H -0.263 0.930 -0.310
H 0.998 2.113 -0.579
H 0.405 1.119 -1.938
H 0.818 -2.058 -1.394
H 0.182 -1.588 0.182
H 1.750 -2.383 0.099
O 3.658 -5.223 -5.141
S 2.768 -4.668 -4.161
O 2.880 -5.087 -2.800
O 1.269 -4.932 -4.662
C 0.911 -6.286 -4.984
C 0.697 -7.151 -3.757
C 2.732 -2.918 -4.252
H 1.669 -6.711 -5.647
H -0.014 -6.198 -5.551
H 1.623 -7.292 -3.204
H 0.323 -8.131 -4.059
H -0.024 -6.687 -3.085
H 2.600 -2.633 -5.292
H 3.675 -2.542 -3.862
H 1.919 -2.551 -3.632
O -2.173 -0.082 0.778
S -3.372 0.685 0.857
O -3.470 1.791 1.761
O -4.595 -0.309 1.109
C -4.485 -1.208 2.234
C -4.701 -0.520 3.566
C -3.838 1.219 -0.751
H -3.519 -1.712 2.194
H -5.258 -1.954 2.060
H -3.908 0.194 3.779
H -4.714 -1.264 4.363
H -5.648 0.021 3.570
H -3.779 0.374 -1.431
H -3.123 1.988 -1.037
H -4.843 1.629 -0.708
O -2.983 7.114 3.418
S -1.737 6.692 3.985
O -0.509 7.091 3.371
O -1.766 5.124 4.190
C -2.082 4.286 3.041
C -0.929 4.163 2.069
C -1.685 7.128 5.690
H -2.984 4.663 2.558
H -2.321 3.316 3.466
H -0.705 5.114 1.588
H -1.181 3.437 1.297
H -0.027 3.827 2.579
H -2.611 6.813 6.163
H -1.580 8.209 5.733
H -0.825 6.645 6.145
```

Record 3
Formula: C3H9NO2
Source: the OMol25 dataset
Level of theory: ωB97M-V with the def2-TZVPD basis set

Computed properties:
energy: -324.9410 Eh
structure (SMILES): CC(N)=O.CO
ΔE to the lowest compared entry with this formula, charge and spin: 83.1 kJ/mol
Kohn-Sham gap: 10.235 eV

Geometry as XYZ:
```
15
C3H9NO2 (ωB97M-V with the def2-TZVPD basis set)
C -1.784 -2.122 -1.824
O -1.801 -1.673 -0.483
H -1.757 -2.397 0.153
H -2.737 -2.551 -2.155
H -1.587 -1.248 -2.445
H -0.986 -2.852 -2.028
C 1.637 2.100 1.468
C 1.023 1.084 0.519
O 1.127 1.211 -0.682
N 0.348 0.063 1.103
H 0.054 -0.713 0.529
H 0.342 -0.025 2.109
H 1.927 1.635 2.411
H 0.937 2.909 1.664
H 2.524 2.458 0.964
```

Record 4
Formula: C44H43BrClN2O2P
Source: the OMol25 dataset
Level of theory: ωB97M-V with the def2-TZVPD basis set

Computed properties:
energy: -5337.4668 Eh
structure (SMILES): N#C[C@@H](CC(=O)Br)[C@](C#N)(CCc1ccccc1)P(O)Cl.c1ccccc1.c1ccccc1.c1ccccc1.c1ccccc1.c1ccccc1
ΔE to the lowest compared entry with this formula, charge and spin: 1393.3 kJ/mol
Kohn-Sham gap: 7.876 eV

Geometry as XYZ:
```
94
C44H43BrClN2O2P (ωB97M-V with the def2-TZVPD basis set)
N 0.126 1.235 1.968
C 1.218 0.538 1.941
C 2.738 -0.132 1.896
C 3.062 -0.596 0.357
C 1.759 -1.231 -0.441
O 1.594 -0.869 -1.739
Br 0.435 -2.523 0.319
C 3.840 0.967 2.505
C 3.432 1.109 4.121
N 3.089 1.173 5.381
C 3.593 2.355 1.672
C 4.839 3.418 1.689
C 4.599 4.415 0.367
C 4.001 5.940 0.451
C 3.799 6.730 -0.997
C 4.155 6.018 -2.465
C 4.783 4.485 -2.549
C 4.982 3.715 -1.096
P 5.572 0.191 2.309
O 6.634 1.193 3.318
Cl 6.364 0.406 0.350
H 2.685 -1.110 2.545
H 3.495 0.243 -0.336
H 3.880 -1.464 0.363
H 2.680 2.907 2.208
H 3.266 2.219 0.555
H 5.900 2.952 1.532
H 4.891 4.117 2.626
H 3.734 6.385 1.500
H 3.355 7.811 -0.959
H 3.975 6.593 -3.479
H 5.047 3.918 -3.541
H 5.397 2.619 -1.144
H 6.096 1.881 3.812
C -3.869 -6.632 -1.356
C -3.165 -6.349 -0.186
C -2.237 -5.309 -0.163
C -2.019 -4.544 -1.309
C -2.726 -4.824 -2.479
C -3.647 -5.870 -2.504
H -4.589 -7.445 -1.374
H -3.340 -6.941 0.709
H -1.684 -5.093 0.747
H -1.300 -3.729 -1.290
H -2.557 -4.226 -3.371
H -4.193 -6.092 -3.417
C -3.066 1.771 2.397
C -3.024 0.587 1.662
C -4.203 -0.105 1.385
C -5.426 0.393 1.836
C -5.468 1.580 2.567
C -4.288 2.267 2.852
H -2.147 2.308 2.615
H -2.072 0.202 1.305
H -4.169 -1.031 0.818
H -6.345 -0.143 1.616
H -6.421 1.968 2.917
H -4.321 3.188 3.427
C -2.767 -3.224 -7.117
C -1.732 -3.213 -8.052
C -0.549 -2.530 -7.775
C -0.396 -1.864 -6.559
C -1.429 -1.878 -5.622
C -2.617 -2.554 -5.903
H -3.690 -3.754 -7.334
H -1.848 -3.738 -8.997
H 0.255 -2.516 -8.507
H 0.528 -1.335 -6.341
H -1.310 -1.361 -4.673
H -3.424 -2.560 -5.175
C -3.956 5.139 -2.158
C -4.403 4.306 -1.132
C -3.784 3.076 -0.912
C -2.712 2.682 -1.713
C -2.263 3.516 -2.737
C -2.888 4.743 -2.962
H -4.441 6.096 -2.331
H -5.234 4.617 -0.503
H -4.136 2.425 -0.117
H -2.226 1.725 -1.539
H -1.426 3.210 -3.360
H -2.542 5.390 -3.764
C 0.348 -3.144 4.955
C 1.265 -2.124 5.205
C 2.269 -2.305 6.157
C 2.361 -3.512 6.852
C 1.446 -4.533 6.599
C 0.437 -4.349 5.654
H -0.436 -3.002 4.215
H 1.198 -1.187 4.659
H 2.979 -1.508 6.356
H 3.145 -3.655 7.590
H 1.519 -5.474 7.139
H -0.279 -5.143 5.461
```

Record 5
Formula: C15H41BFNO5Si2
Source: the OMol25 dataset
Level of theory: ωB97M-V with the def2-TZVPD basis set

Computed properties:
energy: -1730.7226 Eh
Kohn-Sham gap: 9.333 eV

Geometry as XYZ:
```
66
C15H41BFNO5Si2 (ωB97M-V with the def2-TZVPD basis set)
C -2.029 4.838 -0.036
C -0.897 3.669 -0.398
O -1.557 2.491 -0.983
C -0.893 1.232 -0.603
C -0.591 0.386 -1.974
Si 1.004 0.961 -2.929
C 2.657 0.506 -2.042
C 3.098 1.530 -0.837
C 3.355 0.573 0.510
F 2.134 2.623 -0.563
O 0.809 2.687 -3.246
Si 2.241 3.354 -4.058
B 0.996 -0.081 -4.600
N 1.493 -1.522 -4.494
O 0.514 0.435 -5.896
H -1.507 5.908 -0.056
H -2.905 4.886 -0.814
H -2.473 4.592 1.043
H -0.315 3.462 0.598
H -0.192 4.124 -1.247
H 0.018 1.352 0.122
H -1.707 0.602 0.002
H -1.497 0.622 -2.714
H -0.623 -0.797 -1.830
H 2.601 -0.607 -1.663
H 3.513 0.550 -2.873
H 4.168 1.986 -1.104
H 4.015 -0.331 0.151
H 3.916 1.212 1.318
H 2.286 0.228 0.913
H 1.909 4.724 -4.438
H 3.285 3.452 -3.006
H 2.735 2.520 -5.146
H 0.988 -2.033 -3.712
H 1.256 -2.077 -5.352
H -0.443 0.760 -5.747
C 1.454 -3.849 -0.097
C 2.921 -3.633 0.232
O 3.130 -2.822 1.384
C 2.617 -3.321 2.616
C 3.233 -4.645 3.034
H 0.925 -2.892 -0.153
H 1.347 -4.373 -1.052
H 0.957 -4.451 0.671
H 3.391 -3.108 -0.607
H 3.448 -4.586 0.335
H 1.527 -3.389 2.573
H 2.851 -2.569 3.378
H 2.947 -5.453 2.354
H 2.903 -4.919 4.039
H 4.327 -4.581 3.024
C -4.921 -1.876 3.042
C -4.089 -0.905 3.859
O -3.384 0.045 3.065
C -4.175 0.924 2.271
C -5.103 1.806 3.088
H -4.312 -2.347 2.262
H -5.344 -2.656 3.683
H -5.753 -1.368 2.542
H -3.331 -1.473 4.408
H -4.700 -0.396 4.611
H -4.731 0.358 1.519
H -3.476 1.564 1.722
H -5.885 1.220 3.580
H -5.591 2.545 2.447
H -4.545 2.330 3.872
```

Record 6
Formula: C22H29N3O5S
Source: the OMol25 dataset
Level of theory: ωB97M-V with the def2-TZVPD basis set

Computed properties:
energy: -1794.3462 Eh
structure (SMILES): COc1cc([C@@H]2SCC(=O)Nc3c2c(=O)[nH]n3C2CCCCCC2)cc(OC)c1OC
ΔE to the lowest compared entry with this formula, charge and spin: 270.6 kJ/mol
Kohn-Sham gap: 8.608 eV

Geometry as XYZ:
```
60
C22H29N3O5S (ωB97M-V with the def2-TZVPD basis set)
C 0.717 2.757 5.778
H 1.258 3.239 4.958
H 1.172 3.038 6.727
H -0.328 3.081 5.768
O 0.822 1.355 5.711
C 0.315 0.715 4.618
C -0.287 1.371 3.555
C -0.796 0.644 2.491
C -0.713 -0.732 2.499
C -0.104 -1.416 3.552
C 0.430 -0.690 4.622
O 1.017 -1.339 5.694
C 2.382 -1.050 5.921
H 2.693 -1.717 6.724
H 2.982 -1.251 5.025
H 2.532 -0.014 6.228
O -0.105 -2.766 3.392
C 0.393 -3.630 4.391
H -0.077 -3.443 5.357
H 0.141 -4.634 4.046
H 1.478 -3.548 4.494
H -1.120 -1.320 1.692
C -1.426 1.353 1.319
C -0.698 0.981 0.074
C -0.948 0.077 -0.914
N -2.089 -0.652 -1.200
C -3.393 -0.235 -1.114
O -4.285 -0.942 -1.518
C -3.596 1.109 -0.473
H -2.947 1.878 -0.890
H -4.642 1.398 -0.555
S -3.226 0.948 1.311
H -1.962 -1.562 -1.624
N 0.161 -0.089 -1.722
N 1.080 0.862 -1.292
C 0.658 1.475 -0.128
O 1.324 2.256 0.519
H 2.053 0.742 -1.527
C 0.081 -0.357 -3.155
C -0.226 0.929 -3.935
H 0.662 1.559 -3.993
C -0.772 0.639 -5.333
H -1.432 1.456 -5.633
H -1.390 -0.260 -5.287
C 0.294 0.478 -6.421
H -0.160 -0.061 -7.255
H 0.577 1.465 -6.794
C 1.576 -0.244 -5.995
C 1.365 -1.451 -5.079
C 1.357 -1.074 -3.598
H 2.224 -0.440 -3.400
H 1.462 -1.977 -2.992
H 0.442 -1.968 -5.343
H 2.188 -2.152 -5.234
H 2.245 0.460 -5.496
H 2.085 -0.570 -6.904
H -0.982 1.481 -3.370
H -0.760 -1.044 -3.290
H -1.345 2.436 1.461
H -0.359 2.445 3.539
```

Record 7
Formula: C34H46BIN9OS4W
Source: the OMol25 dataset
Level of theory: ωB97M-V with the def2-TZVPD basis set

Computed properties:
net charge: +1
energy: -3873.4020 Eh
expectation value of S²: 2.08
ΔE to the lowest compared entry with this formula, charge and spin: 52.1 kJ/mol
Kohn-Sham gap (alpha / beta): 5.191 / 5.108 eV
multiplicity: 3

Geometry as XYZ:
```
97
C34H46BIN9OS4W (ωB97M-V with the def2-TZVPD basis set)
W -0.984 -1.902 -0.544
C -2.546 2.702 -3.942
C -3.007 3.564 -2.782
C -3.083 5.023 -3.249
C -4.340 3.053 -2.256
N -1.946 3.452 -1.703
C -1.322 4.576 -1.150
C -0.812 4.184 0.039
N -1.019 2.822 0.196
B -0.586 2.253 1.591
N -1.464 0.992 1.973
C -2.732 1.186 2.597
C -3.007 0.097 3.329
N -2.017 -0.896 3.032
C -1.148 -0.352 2.131
S 0.144 -1.180 1.359
C -1.901 -2.158 3.838
C -3.112 -2.285 4.812
C -0.630 -2.082 4.672
C -1.915 -3.392 2.930
N 0.958 2.020 1.721
C 1.435 1.785 3.031
C 2.759 1.942 3.049
N 3.160 2.432 1.789
C 2.055 2.384 0.940
S 2.108 2.595 -0.688
C 4.418 3.130 1.555
C 4.085 4.636 1.439
C 5.168 2.631 0.268
C 5.393 2.951 2.732
C -1.666 2.328 -0.881
S -2.143 0.789 -1.266
H -3.195 2.701 -4.842
H -2.559 1.632 -3.674
H -1.506 2.928 -4.283
H -3.774 5.058 -4.076
H -2.087 5.336 -3.594
H -3.534 5.675 -2.504
H -5.131 3.261 -2.981
H -4.658 3.578 -1.334
H -4.197 1.967 -2.099
H -1.313 5.553 -1.611
H -0.283 4.752 0.808
H -0.829 3.043 2.389
H -3.272 2.076 2.369
H -3.769 -0.114 4.074
H -3.083 -1.503 5.563
H -2.974 -3.269 5.346
H -4.072 -2.328 4.295
H -0.618 -1.214 5.377
H 0.237 -2.015 3.975
H -0.563 -3.027 5.231
H -2.802 -3.542 2.267
H -1.771 -4.317 3.543
H -1.018 -3.405 2.287
H 0.762 1.480 3.818
H 3.476 1.749 3.825
H 3.423 4.801 0.515
H 5.042 5.139 1.266
H 3.630 5.021 2.403
H 4.586 2.695 -0.673
H 5.461 1.583 0.423
H 6.083 3.185 0.112
H 4.980 3.253 3.699
H 6.264 3.562 2.463
H 5.742 1.887 2.909
I 2.373 -0.875 -1.161
C 2.548 -2.935 -0.747
C 3.853 -3.365 -0.665
C 4.189 -4.669 -0.276
C 3.170 -5.557 -0.031
C 1.814 -5.242 -0.217
C 0.878 -6.304 -0.352
C -0.345 -5.991 -0.875
C -0.727 -4.691 -1.173
C 0.088 -3.619 -0.718
C 1.466 -3.855 -0.533
H 4.669 -2.677 -0.874
H 5.222 -4.959 -0.158
H 3.369 -6.612 0.219
H 1.132 -7.346 -0.064
H -1.042 -6.744 -1.263
H -1.607 -4.517 -1.796
O -4.165 -4.549 -0.255
S -4.139 -3.099 -0.445
N -2.694 -2.505 -0.368
C 0.521 -0.416 -5.151
N -0.473 -1.499 -4.804
C -0.906 -2.415 -5.897
C -0.763 -1.778 -3.583
N -0.628 -1.653 -2.402
H 1.395 -0.942 -5.600
H 0.784 0.079 -4.251
H 0.112 0.269 -5.850
H -0.992 -3.466 -5.538
H -0.183 -2.382 -6.736
H -1.901 -2.147 -6.292
```

Record 8
Formula: C5H6NOS2
Source: the OMol25 dataset
Level of theory: ωB97M-V with the def2-TZVPD basis set

Computed properties:
net charge: +1
energy: -1120.0214 Eh
ΔE to the lowest compared entry with this formula, charge and spin: 181.4 kJ/mol
Kohn-Sham gap: 7.575 eV

Geometry as XYZ:
```
15
C5H6NOS2 (ωB97M-V with the def2-TZVPD basis set)
C -0.515 1.422 1.797
C -0.910 2.574 1.476
C -1.420 3.412 0.634
C 0.151 0.050 -0.615
C 1.360 -2.057 -0.415
N 0.391 -1.293 -1.231
O -1.775 4.390 0.080
S -1.595 0.491 -0.975
S -0.798 -0.116 0.911
H 0.180 1.179 2.597
H 2.424 -1.691 -0.542
H 0.891 -2.114 0.528
H 1.254 -3.128 -0.866
H -0.520 -1.911 -1.234
H 0.883 -1.209 -2.145
```

Record 9
Formula: C3H9NO2
Source: the OMol25 dataset
Level of theory: ωB97M-V with the def2-TZVPD basis set

Computed properties:
energy: -324.8835 Eh
structure (SMILES): CC(=O)O.CN
ΔE to the lowest compared entry with this formula, charge and spin: 234.0 kJ/mol
Kohn-Sham gap: 9.231 eV

Geometry as XYZ:
```
15
C3H9NO2 (ωB97M-V with the def2-TZVPD basis set)
C -1.971 0.608 -1.278
N -0.824 0.375 -2.137
H -0.916 0.133 -3.109
H 2.609 -1.022 -0.258
H -0.108 -0.190 -1.710
H -2.707 -0.211 -1.217
H -2.595 1.285 -1.866
H -1.585 0.751 -0.276
C 1.155 0.143 2.201
C 1.157 -0.988 1.209
O 2.383 -1.187 0.663
O 0.185 -1.562 0.810
H 1.448 0.121 3.238
H 0.211 0.702 2.034
H 1.559 1.044 1.697
```

Record 10
Formula: CH15N2O5
Source: the OMol25 dataset
Level of theory: ωB97M-V with the def2-TZVPD basis set

Computed properties:
net charge: +1
energy: -532.6026 Eh
ΔE to the lowest compared entry with this formula, charge and spin: 78.7 kJ/mol
Kohn-Sham gap: 11.618 eV

Geometry as XYZ:
```
23
CH15N2O5 (ωB97M-V with the def2-TZVPD basis set)
N 0.846 -0.983 0.904
C 1.413 -0.274 -0.040
N 0.679 0.273 -0.992
H -0.181 -1.017 1.112
H 1.335 -1.787 1.260
H 2.510 -0.269 -0.065
H 1.163 0.756 -1.739
H -0.328 0.294 -0.940
H -2.175 -1.797 -0.111
H -2.202 -0.950 1.081
O -1.679 -1.054 0.262
H 4.775 -0.479 1.340
H 4.629 0.729 0.331
O 4.313 -0.155 0.543
H -4.958 1.359 0.304
H -4.450 2.501 -0.531
O -4.377 1.554 -0.416
H 2.816 1.163 -4.042
H 1.342 1.195 -4.524
O 1.907 1.289 -3.756
H -2.366 0.021 3.471
H -2.812 -1.514 3.439
O -2.199 -0.853 3.110
```

Record 11
Formula: C7H6F4O3
Source: the OMol25 dataset
Level of theory: ωB97M-V with the def2-TZVPD basis set

Computed properties:
energy: -895.4514 Eh
structure (SMILES): C/C(=C1/OC(=O)[C@](C)(F)O1)C(F)(F)F
ΔE to the lowest compared entry with this formula, charge and spin: 202.4 kJ/mol
Kohn-Sham gap: 9.688 eV

Geometry as XYZ:
```
20
C7H6F4O3 (ωB97M-V with the def2-TZVPD basis set)
C -0.008 -0.354 0.030
C 1.779 1.054 -0.008
C -0.650 -1.638 -0.213
C 0.753 2.009 0.748
C -2.023 -1.806 0.381
C 0.356 3.246 0.011
C 0.143 -2.739 -0.870
O -0.409 0.834 0.515
O 2.867 1.392 -0.296
O 1.330 -0.122 -0.381
F 0.902 2.192 2.072
F 0.998 -2.350 -1.854
F 0.984 -3.364 0.008
F -0.606 -3.684 -1.387
H -2.155 -2.497 1.145
H -2.760 -2.184 -0.412
H -2.240 -0.837 1.008
H 0.475 4.178 0.737
H -0.660 3.236 -0.352
H 0.924 3.433 -0.883
```

Record 12
Formula: C5H8OS
Source: the OMol25 dataset
Level of theory: ωB97M-V with the def2-TZVPD basis set

Computed properties:
energy: -668.6776 Eh
structure (SMILES): C[C@]1(S)C=CCO1
ΔE to the lowest compared entry with this formula, charge and spin: 160.0 kJ/mol
Kohn-Sham gap: 9.879 eV

Geometry as XYZ:
```
15
C5H8OS (ωB97M-V with the def2-TZVPD basis set)
C -1.350 -1.032 -0.706
C -0.397 -0.243 -1.144
C -1.374 -1.057 0.769
C 0.529 0.159 0.021
C 0.905 1.655 0.035
O -0.247 -0.244 1.108
S 2.089 -0.814 -0.143
H -2.088 -1.385 -1.282
H -0.069 -0.174 -2.151
H -2.271 -0.475 0.957
H -1.456 -2.002 1.363
H 0.454 2.259 -0.787
H 1.923 1.773 -0.027
H 0.724 2.067 1.002
H 2.628 -0.488 0.986
```